Formula: CH3ClO4PS
Source: the OMol25 dataset
Level of theory: the ωB97M-V functional and the def2-TZVPD basis

The HOMO energy (alpha / beta) is -4.30 / -4.30 eV. As for the charge: -1. The multiplicity is 1. The gap between HOMO and LUMO (alpha / beta) comes out at 7.0 / 7.0 eV. The LUMO energy (alpha / beta) comes out at 2.698 / 2.700 eV.

Each line ends with the natural charge from an NBO analysis.
Atoms and positions in Å:
C  -1.1824  -0.3817  -0.3052  -0.30
O  0.3025  1.7473  -1.4722  -1.12
O  0.3583  2.8766  0.8994  -1.10
O  0.9383  -2.5820  1.3502  -0.87
O  -0.8641  0.6992  0.5127  -0.82
P  0.2080  1.6867  -0.0374  2.39
S  1.7993  -2.0387  0.2238  0.60
Cl  1.9689  0.3643  0.4386  -0.36
H  -0.2175  -0.6722  -0.9987  0.21
H  -2.1277  -0.3168  -0.9280  0.18
H  -1.1836  -1.3826  0.3169  0.20



Formula: CH3ClOS
Source: the OMol25 dataset
Level of theory: the ωB97M-V functional and the def2-TZVPD basis

The HOMO energy is -9.16 eV. As for the SMILES: COSCl. For the energy above the lowest of the compared OMol25 structures with the same formula, charge and spin, the calculation gives 30.7 kJ/mol. The multiplicity is 1. The gap between HOMO and LUMO comes out at 9.3 eV. The LUMO energy comes out at 0.139 eV.

Each line ends with the natural charge from an NBO analysis.
Atoms and positions in Å:
C  -0.8634  0.0568  0.0541  -0.27
O  0.1530  0.4148  -0.8521  -0.66
S  1.4139  -0.6017  -0.8601  0.56
Cl  2.5529  0.1065  0.7073  -0.22
H  -0.3514  0.0506  1.0528  0.19
H  -1.3776  -0.9295  -0.1735  0.19
H  -1.5272  0.9026  0.0716  0.20